(1)
This record from OMol25 describes a 4-piece molecular cluster, C2H14NO3 overall at a distorted geometry. The level of theory is wB97M-V/def2-TZVPD.

**Lowest unoccupied orbital energy**: -3.20 eV
**Net charge**: +1
**HOMO-LUMO gap**: 11.5125 eV

Positions of all 20 atoms, in Å:
C 0.8488 -0.9267 1.3664
C -0.5527 -1.1465 0.9001
N -1.4502 -0.0330 1.3781
H 1.5568 -1.6568 0.9747
H 1.1769 0.0386 0.9722
H 1.0170 -0.8308 2.4406
H -0.7222 -1.1879 -0.1621
H -0.9891 -2.0646 1.2543
H -2.3654 0.0024 0.9302
H -1.0934 0.9224 1.1064
H -1.7375 -0.0956 2.3629
H -0.1977 1.0553 -2.9117
H 0.8874 1.4683 -3.8473
O 0.5740 1.6332 -2.9491
H -0.4100 3.0738 1.4979
H -0.4313 2.7558 -0.0192
O -0.9128 2.6241 0.8087
H 1.8459 -1.2218 -2.3673
H 1.5247 -2.6489 -2.0534
O 1.4309 -1.7612 -1.6824

Atom charges from the natural (NBO) analysis, given in e for atoms 1 to 2: -0.6453 -0.2124


(2)
This record from OMol25 describes a 2-piece molecular cluster, CH5NSi2 overall at a distorted geometry. The level of theory is wB97M-V/def2-TZVPD.

**Lowest unoccupied orbital energy**: -0.62 eV
**HOMO-LUMO gap**: 9.5797 eV

Positions of all 9 atoms, in Å:
C -1.9484 -0.0620 -0.9319
N -3.0695 0.0369 -1.2184
Si 0.9474 -0.6056 0.9989
Si -0.1483 0.3161 -0.8828
H 0.8136 -2.1526 1.2584
H 2.2689 0.0523 0.8171
H 0.5975 -0.1612 2.4651
H 0.4195 0.2396 -2.2142
H 0.1192 2.3365 -0.2922

Atom charges from the natural (NBO) analysis, given in e for atoms 1 to 2: -0.1807 -0.2407


(3)
This record from OMol25 describes C28H43GeN3OPdS2Se as an isolated structure. The level of theory is wB97M-V/def2-TZVPD.

**Spin multiplicity**: 3
**Lowest unoccupied orbital energy (alpha / beta)**: -4.85 / -6.19 eV
**Net charge**: +2
**HOMO-LUMO gap (alpha / beta)**: 7.7602 / 6.2963 eV

Positions of all 80 atoms, in Å:
Pd -0.3039 0.4913 0.1659
C -0.2318 -2.7188 -0.4482
C 0.8860 -2.0401 -1.1770
C 1.7620 -2.8155 -1.9715
C 2.7637 -2.2032 -2.6561
C 2.9109 -0.7971 -2.5912
C 3.9170 -0.1122 -3.3047
C 3.9997 1.2485 -3.2151
C 3.0856 1.9683 -2.4252
C 2.0896 1.3365 -1.7140
S 0.9546 2.2995 -0.7705
C 2.0014 -0.0800 -1.7851
N 1.0261 -0.7353 -1.0703
H 0.1495 -3.4879 0.2260
H -0.8948 -3.2138 -1.1602
H -0.8340 -2.0082 0.1155
H 1.6159 -3.8861 -2.0231
H 3.4497 -2.7773 -3.2674
H 4.6087 -0.6775 -3.9160
H 4.7658 1.7865 -3.7573
H 3.1562 3.0483 -2.3825
C -4.2929 -1.0805 0.7761
Ge -3.6695 -0.8621 2.6071
C -2.2280 -2.1303 2.9916
C -5.1122 -1.0723 3.8931
C -2.9146 0.9471 2.9495
Se -1.8988 1.9203 1.5947
C -3.3532 2.3976 0.4093
H -4.6279 -2.1102 0.6428
H -3.5048 -0.8800 0.0497
H -5.1446 -0.4290 0.5765
H -2.5744 -3.1518 2.8315
H -1.9125 -2.0451 4.0332
H -1.3642 -1.9675 2.3465
H -5.5184 -2.0825 3.8450
H -5.9199 -0.3716 3.6819
H -4.7605 -0.8954 4.9097
H -2.2389 0.8773 3.8058
H -3.7018 1.6419 3.2477
H -3.7707 1.5069 -0.0481
H -2.9426 3.0674 -0.3429
H -4.0993 2.9239 0.9994
C 2.0715 -0.5693 4.1874
C 1.0538 -0.5543 3.0221
N 1.4018 0.4801 2.0421
C 1.4351 1.7946 2.7005
C 2.5115 1.8258 3.8078
N 3.1248 0.4564 3.8816
C 3.8008 0.1347 2.5802
C 2.7257 0.1881 1.4720
H 2.5736 -1.5285 4.2968
H 1.6249 -0.2974 5.1418
H 0.0503 -0.3599 3.3983
H 1.0373 -1.5199 2.5175
H 0.4545 2.0000 3.1249
H 1.6323 2.5466 1.9385
H 2.1012 2.0513 4.7901
H 3.3159 2.5272 3.5948
H 3.8202 0.4455 4.6266
H 4.2544 -0.8490 2.6850
H 4.5893 0.8707 2.4363
H 2.6752 -0.7651 0.9495
H 2.9568 0.9615 0.7427
C -3.4415 0.6807 -3.3699
S -1.9800 1.1728 -2.4684
O -1.8777 0.0842 -1.3875
C -0.7480 0.8048 -3.6909
C -0.5346 -0.5064 -4.1004
C 0.4267 -0.7552 -5.0644
C 1.1564 0.2987 -5.6079
C 0.9399 1.6006 -5.1832
C -0.0146 1.8612 -4.2082
H -3.3566 -0.3647 -3.6599
H -3.5238 1.3199 -4.2484
H -4.2986 0.8313 -2.7158
H -1.1110 -1.3139 -3.6648
H 0.6002 -1.7674 -5.4054
H 1.8983 0.1000 -6.3704
H 1.5127 2.4140 -5.6076
H -0.1871 2.8708 -3.8552

Atom charges from the natural (NBO) analysis, given in e for atoms 1 to 2: 0.8952 -0.6395


(4)
This record from OMol25 describes C7H13NO4S in the gas phase at a distorted geometry. The level of theory is wB97M-V/def2-TZVPD.

**Lowest unoccupied orbital energy**: 0.70 eV
**HOMO-LUMO gap**: 11.1069 eV

Positions of all 26 atoms, in Å:
C 0.2659 1.2405 0.1811
C -1.0322 0.0820 -1.2817
C -0.8369 -0.6450 0.0112
C 0.0662 2.5537 0.9506
C -2.4962 0.3012 -1.5058
C -1.1836 -2.0074 0.1864
C 2.5213 -1.0010 1.4073
N -0.2212 0.0919 0.8253
O 1.6726 1.1360 0.0030
O 3.5199 -0.0779 -0.7884
O -0.3722 1.3583 -1.0213
O 1.2844 -1.1603 -0.8427
S 2.2508 -0.2883 -0.2420
H -0.5276 -0.2917 -2.1762
H 1.0152 3.0939 0.7907
H -0.0828 2.3804 1.9823
H -0.8089 3.1397 0.5612
H -2.9837 0.5962 -0.6014
H -2.8946 -0.5545 -2.0347
H -2.8729 1.1507 -2.2822
H -0.4054 -2.6862 -0.3553
H -2.2607 -2.3840 -0.0850
H -0.9888 -2.2769 1.1396
H 3.0261 -0.6228 2.3255
H 1.4717 -1.1360 1.6740
H 2.8737 -1.9925 1.1783

Atom charges from the natural (NBO) analysis, given in e for atoms 1 to 2: 0.6145 -0.0072


Respective relative energy (zero: lowest compared OMol25 entry of this formula, charge and spin) values: 18.07, 41.09, 0.72, 59.11 kcal/mol.
Respective E values: -364.83486, -674.71484, -6734.35277, -1028.35397 Eh.